# 1
The following is a DFT calculation (the ωB97M-V functional and the def2-TZVPD basis) of a structure of composition C35H52AsFeP3Se in a non-equilibrium geometry.

```
! wB97M-V def2-TZVPD RIJCOSX def2/J DEFGRID3
* xyz 3 6
Se 2.1212 -0.9464 -2.4525
As -0.6472 0.1281 1.9212
Fe 0.8913 -0.6333 -0.5082
P 2.2790 -1.5333 0.8801
P -0.3555 -2.3978 -0.9995
P 1.9578 1.4758 -0.4260
C 0.4099 1.8157 4.1249
C -1.5683 2.6778 0.7365
C -4.6103 -1.2606 2.2406
C 0.2578 0.4390 -4.1549
C -2.1623 -1.9754 3.3769
C -2.2482 -0.8580 2.5191
C 1.1020 1.0257 6.3022
C 1.6293 -2.9454 1.8407
C -3.3145 -2.7176 3.6464
C -2.9258 3.4771 3.0667
C 1.4042 -0.7309 -6.4749
C 0.9035 -0.2980 5.8891
C -2.4680 2.2706 -6.7153
C 1.5263 2.6777 -1.7272
C -4.5464 -2.3606 3.0898
C 1.9722 -0.9871 -5.2333
C 1.3565 -0.4318 -4.0875
C -1.6114 1.8630 -7.6819
C -2.1978 3.9430 0.8157
C -2.8573 4.3363 1.9820
C 1.9893 2.5911 1.0333
C -1.5523 -2.0984 -2.3251
C 0.8550 2.0731 5.4161
C 3.0441 -0.5255 2.2005
C -1.6083 1.8303 1.8759
C 0.1528 0.5006 3.7110
C 0.4692 -0.5608 4.5848
C 0.6363 -3.8226 -1.6111
C -0.2850 0.6849 -5.4106
C -1.3906 -3.2649 0.2296
C 3.7755 -2.2815 0.0996
C -2.3437 2.2165 3.0055
C 0.2733 0.0847 -6.5489
C 3.8037 1.4194 -0.6690
C -3.4712 -0.5306 1.9201
H -3.3201 5.3069 2.0483
H -2.4011 1.5030 3.8373
H -0.1555 0.1719 -7.5405
H 2.2571 -0.1447 2.8693
H -3.4148 3.7521 3.9885
H 4.1948 2.4405 -0.5479
H 4.3347 0.7822 0.0476
H 3.7013 -1.2066 2.7647
H 1.3573 -4.1923 -0.8696
H 0.4758 2.9894 -1.6250
H 2.7760 3.3588 0.9170
H -1.1556 1.3351 -5.4593
H -0.1634 0.8756 -3.2402
H 3.4713 -3.0969 -0.5823
H -1.2098 -2.3179 3.7864
H 4.3811 -2.6825 0.9339
H 1.0689 -1.1360 6.5705
H 0.1570 0.7318 -0.9028
H 1.0315 3.1141 1.1574
H -1.0698 2.3580 -0.1949
H 0.6931 -2.6606 2.3596
H 1.4545 -3.8118 1.1747
H 4.0588 1.0741 -1.6776
H -0.0862 -4.6213 -1.8307
H 1.4128 1.2231 7.3324
H -2.1691 -2.6207 0.6682
H 1.1925 -3.5713 -2.5242
H -0.6003 2.2789 -7.8117
H -3.3732 1.6854 -6.4862
H -5.5542 -0.9740 1.7990
H 2.8417 -1.6351 -5.0783
H 0.3935 -1.6056 4.2570
H 0.9913 3.1088 5.7469
H -0.8005 -3.6637 1.0674
H 4.3425 -1.5091 -0.4513
H 1.7946 -1.1842 -7.3864
H -2.1761 -1.2239 -2.0848
H 0.2181 2.6509 3.4485
H 2.4040 -3.2057 2.5892
H -3.5154 0.2816 1.1921
H -2.1384 4.6223 -0.0376
H 2.1971 2.0617 1.9782
H -3.2311 -3.5976 4.2882
H 2.1716 3.5691 -1.6416
H -2.1945 -2.9880 -2.4277
H 3.6308 0.3064 1.7824
H -1.8652 1.1447 -8.5096
H -5.4427 -2.9299 3.3388
H 1.6489 2.2438 -2.7299
H -2.3416 3.2477 -6.2159
H -1.0492 -1.8959 -3.2804
H -1.8709 -4.1119 -0.2891
*
```

Values from the calculation:
Energy above the lowest of the compared OMol25 structures with the same formula, charge and spin   1.483 eV
Energy   -225547.6048 eV
HOMO level (alpha / beta)   -15.828 / -15.826 eV
Lowest unoccupied orbital energy (alpha / beta)   -9.68 / -11.85 eV

Löwdin analysis output, partial charges in e: number 1, Se, carries 0.9505; number 2, As, carries 1.3553; number 3, Fe, carries -0.1312; number 4, P, carries 0.6793; number 5, P, carries 0.6995; number 6, P, carries 0.7322; number 7, C, carries -0.1284; number 8, C, carries -0.1261; number 9, C, carries -0.0519; number 10, C, carries -0.1120; number 11, C, carries -0.1142; number 12, C, carries -0.3979; number 13, C, carries -0.0378; number 14, C, carries -0.2163; number 15, C, carries -0.0512; number 16, C, carries -0.0348; number 17, C, carries -0.0010; number 18, C, carries -0.0423; number 19, C, carries -0.0822; number 20, C, carries -0.2282; number 21, C, carries -0.0390; number 22, C, carries -0.0722; number 23, C, carries -0.5520; number 24, C, carries -0.1160; number 25, C, carries -0.0563; number 26, C, carries -0.0434; number 27, C, carries -0.2025; number 28, C, carries -0.2135; number 29, C, carries -0.0444; number 30, C, carries -0.2182; number 31, C, carries -0.4265; number 32, C, carries -0.3833; number 33, C, carries -0.1350; number 34, C, carries -0.2301; number 35, C, carries -0.0185; number 36, C, carries -0.2107; number 37, C, carries -0.2247; number 38, C, carries -0.1116; number 39, C, carries 0.0061; number 40, C, carries -0.2286; number 41, C, carries -0.1218; number 42, H, carries 0.1197; number 43, H, carries 0.1263; number 44, H, carries 0.1019; number 45, H, carries 0.0179; number 46, H, carries 0.1235; number 47, H, carries 0.0773; number 48, H, carries 0.0353; number 49, H, carries 0.0821; number 50, H, carries 0.0408; number 51, H, carries 0.0529; number 52, H, carries 0.0863; number 53, H, carries 0.0683; number 54, H, carries 0.0936; number 55, H, carries 0.0500; number 56, H, carries 0.0750; number 57, H, carries 0.0823; number 58, H, carries 0.1231; number 59, H, carries 0.0116; number 60, H, carries 0.0469; number 61, H, carries 0.0537; number 62, H, carries 0.0216; number 63, H, carries 0.0481; number 64, H, carries 0.0405; number 65, H, carries 0.0784; number 66, H, carries 0.1269; number 67, H, carries 0.0408; number 68, H, carries 0.0308; number 69, H, carries 0.0760; number 70, H, carries 0.0758; number 71, H, carries 0.1183; number 72, H, carries 0.1181; number 73, H, carries 0.0724; number 74, H, carries 0.1272; number 75, H, carries 0.0438; number 76, H, carries 0.0424; number 77, H, carries 0.1387; number 78, H, carries 0.0687; number 79, H, carries 0.0995; number 80, H, carries 0.0885; number 81, H, carries 0.1074; number 82, H, carries 0.1139; number 83, H, carries 0.0379; number 84, H, carries 0.1224; number 85, H, carries 0.0868; number 86, H, carries 0.0806; number 87, H, carries 0.0344; number 88, H, carries 0.0949; number 89, H, carries 0.1259; number 90, H, carries 0.0439; number 91, H, carries 0.0798; number 92, H, carries 0.0468; number 93, H, carries 0.0814

# 2
The following is a DFT calculation (the ωB97M-V functional and the def2-TZVPD basis) of a structure of composition C45H50AsIIrN5O3S in a non-equilibrium geometry.

```
! wB97M-V def2-TZVPD RIJCOSX def2/J DEFGRID3
* xyz 0 1
Ir 0.0840 -1.1318 0.0587
I 1.9214 -3.3446 0.5018
As 0.7132 -0.0513 -3.3869
S -4.4443 -0.6739 -1.1067
O -1.1253 0.5581 0.8946
O -0.6011 -2.4161 2.1652
O 1.9675 2.8762 4.4867
N -1.8939 -1.5952 -0.5986
N 0.5990 -1.4200 -2.1396
N 1.5805 -0.2402 1.7019
N -2.4530 2.4332 3.5697
N -2.1089 -4.0021 2.7993
C -0.2576 -3.6911 -2.0517
C 2.1711 1.2000 -2.9731
C 3.8761 0.0978 2.3947
C -1.3267 -2.4261 4.4437
C -0.8520 0.9785 -2.7811
C -0.4141 -4.9291 -2.6352
C 0.9334 2.1378 5.1182
C -2.0205 2.6997 -1.5922
C 1.0254 2.7338 -4.6334
C 3.2723 0.9219 -2.1622
C 5.5213 -1.6336 2.2178
C -2.0142 0.7260 -3.5215
C -0.0429 1.1521 2.9477
C 0.4789 -2.6617 -2.6815
C -2.0414 -0.3486 -4.5745
C 3.2868 -1.9935 1.4241
C -3.5718 1.6741 1.5882
C 0.1569 -5.2123 -3.8655
C -1.2482 -2.9586 3.0372
C -0.1963 1.9112 4.1444
C -2.3657 1.7659 2.4588
C -3.8898 -2.3971 2.3152
C -3.1533 1.4766 -3.2914
C 4.1929 1.9190 -1.8844
C -1.3970 2.5300 4.3835
C 4.0665 3.1889 -2.4315
C 0.8975 -4.2269 -4.5049
C -3.8509 -2.1328 3.8330
C 2.1033 2.4354 -3.6307
C -0.8640 1.9523 -1.7827
C 3.0414 3.4146 -3.3375
C 4.5778 -2.4507 1.6250
C -3.1623 2.4924 -2.3452
C -2.9564 -1.1429 -0.8099
C 1.0681 -2.9917 -3.9263
C 5.0223 4.2789 -2.0527
C -1.1420 1.1114 2.0276
C 3.4512 -0.4397 -1.5677
C -3.1791 -3.6884 1.8640
C -2.5551 -1.4928 4.3656
C 2.8796 -0.7218 1.8318
C 1.1472 0.4172 2.7446
C 0.3175 2.2626 -0.9141
C -4.3838 3.3329 -2.1429
C 5.1664 -0.3465 2.5864
H -1.4845 -3.2158 5.1789
H -1.5662 3.1254 5.2701
H 2.6825 -0.5981 -0.8086
H 0.0226 -6.1823 -4.3182
H -2.0197 3.4701 -0.8319
H -4.0713 -3.0517 4.3839
H -1.0032 -5.6789 -2.1271
H 1.3301 1.1783 5.4896
H -0.7668 -3.4791 -1.1247
H 0.0743 2.9428 -4.1401
H 3.3335 -1.2161 -2.3273
H -4.1328 4.2590 -1.6329
H -2.4752 -4.4139 3.6485
H -3.0505 -0.4836 -4.9563
H 2.9609 4.3835 -3.8140
H -1.3863 -0.0827 -5.4114
H -3.9086 0.6402 1.5110
H -3.4187 -1.5550 1.8088
H 4.4311 -0.5472 -1.1043
H 6.5227 -1.9945 2.3786
H 4.7837 5.1993 -2.5807
H -2.2955 -0.6538 3.7166
H -3.8603 -4.5383 1.8354
H 1.3392 -4.4284 -5.4708
H -2.7501 -3.5504 0.8714
H 1.6719 -2.2403 -4.4264
H -4.3714 2.2790 2.0045
H -0.0198 2.7111 0.0182
H -5.1205 2.7936 -1.5489
H 5.0211 1.7068 -1.2202
H 2.5037 3.3060 5.1606
H 5.8955 0.3153 3.0271
H -4.0493 1.2625 -3.8574
H -4.8406 3.5749 -3.0993
H -4.9285 -2.4359 1.9873
H 3.6166 1.1058 2.6784
H 1.2926 3.6000 -5.2351
H 1.7767 0.3670 3.6333
H -2.7475 -1.0914 5.3640
H 6.0460 3.9906 -2.2887
H -3.3287 2.0026 0.5804
H -1.6967 -1.3002 -4.1588
H 4.8303 -3.4564 1.3288
H 0.8738 1.8759 -5.2970
H 1.0000 2.9608 -1.4008
H 4.9657 4.4670 -0.9803
H 0.8642 1.3488 -0.6666
H -0.4402 -1.8512 4.7086
H -4.6547 -1.4279 4.0587
H 0.5409 2.6898 5.9816
*
```

Values from the calculation:
Energy   -143680.5572 eV
HOMO level (alpha / beta)   -7.122 / -7.468 eV
Lowest unoccupied orbital energy (alpha / beta)   -2.07 / -0.99 eV

Results of the Löwdin charge analysis, in e, for atoms 1 through 99: number 1, Ir, carries 1.0923; number 2, I, carries 1.2223; number 3, As, carries 1.3831; number 4, S, carries 0.6520; number 5, O, carries -0.1385; number 6, O, carries -0.0829; number 7, O, carries -0.0486; number 8, N, carries -0.0561; number 9, N, carries -0.2867; number 10, N, carries 0.0119; number 11, N, carries 0.1220; number 12, N, carries 0.0598; number 13, C, carries -0.1505; number 14, C, carries -0.3059; number 15, C, carries -0.0160; number 16, C, carries -0.0846; number 17, C, carries -0.2931; number 18, C, carries -0.0973; number 19, C, carries -0.2214; number 20, C, carries -0.0265; number 21, C, carries -0.0604; number 22, C, carries -0.2792; number 23, C, carries -0.0814; number 24, C, carries -0.3112; number 25, C, carries -0.0772; number 26, C, carries -0.4794; number 27, C, carries -0.0771; number 28, C, carries -0.5620; number 29, C, carries -0.0130; number 30, C, carries -0.1056; number 31, C, carries -0.4886; number 32, C, carries -0.1527; number 33, C, carries -0.2567; number 34, C, carries -0.1704; number 35, C, carries -0.0587; number 36, C, carries -0.0113; number 37, C, carries -0.1112; number 38, C, carries -0.2708; number 39, C, carries -0.0960; number 40, C, carries -0.1750; number 41, C, carries -0.3053; number 42, C, carries -0.2792; number 43, C, carries -0.0208; number 44, C, carries -0.1542; number 45, C, carries -0.2854; number 46, C, carries -0.9243; number 47, C, carries -0.0944; number 48, C, carries -0.0511; number 49, C, carries -0.3065; number 50, C, carries -0.0696; number 51, C, carries -0.1606; number 52, C, carries -0.1641; number 53, C, carries -0.3536; number 54, C, carries -0.0592; number 55, C, carries -0.0522; number 56, C, carries -0.0444; number 57, C, carries -0.0696; number 58, H, carries 0.1182; number 59, H, carries 0.1079; number 60, H, carries 0.0054; number 61, H, carries 0.0943; number 62, H, carries 0.1212; number 63, H, carries 0.1112; number 64, H, carries 0.1032; number 65, H, carries 0.1173; number 66, H, carries 0.0328; number 67, H, carries 0.0779; number 68, H, carries 0.0791; number 69, H, carries 0.0768; number 70, H, carries 0.1212; number 71, H, carries 0.0788; number 72, H, carries 0.1152; number 73, H, carries 0.0696; number 74, H, carries 0.0472; number 75, H, carries 0.0705; number 76, H, carries 0.0830; number 77, H, carries 0.1052; number 78, H, carries 0.0727; number 79, H, carries 0.0971; number 80, H, carries 0.1203; number 81, H, carries 0.1025; number 82, H, carries 0.0949; number 83, H, carries 0.0621; number 84, H, carries 0.0859; number 85, H, carries 0.0797; number 86, H, carries 0.0780; number 87, H, carries 0.1173; number 88, H, carries 0.0907; number 89, H, carries 0.1079; number 90, H, carries 0.1160; number 91, H, carries 0.0786; number 92, H, carries 0.1105; number 93, H, carries 0.1147; number 94, H, carries 0.0803; number 95, H, carries 0.1244; number 96, H, carries 0.1171; number 97, H, carries 0.0803; number 98, H, carries 0.0570; number 99, H, carries 0.0653

# 3
The following is a DFT calculation (the ωB97M-V functional and the def2-TZVPD basis) of a cluster of 2 separate species, C6H15O2 in total in a non-equilibrium geometry.

```
! wB97M-V def2-TZVPD RIJCOSX def2/J DEFGRID3
* xyz -1 1
O -1.5271 2.7498 -0.8697
O 2.1621 0.9768 -0.9746
C -0.2128 -0.6920 0.7359
C -0.7666 -2.7498 -0.6502
C -1.6135 -0.5211 1.3892
C 0.5971 0.5947 0.8267
C -0.2929 -1.2838 -0.6704
C 2.0571 0.5062 0.2828
H 0.4941 0.9079 1.8804
H -1.3309 -2.9217 -1.5592
H -0.0094 -3.5272 -0.5451
H -2.4052 -0.6718 0.6495
H -1.7148 0.4759 1.8109
H 2.4454 -0.5259 0.4670
H -0.7885 2.5152 -0.2723
H -1.7215 -1.2554 2.1864
H -1.4563 -2.8373 0.1909
H 0.2584 -1.3642 1.4615
H -1.1221 -0.7071 -1.0906
H 0.5886 -1.0239 -1.2569
H -1.0930 2.5954 -1.7181
H 2.6259 1.1537 1.0100
H 0.2292 1.4739 0.2891
*
```

Values from the calculation:
Energy above the lowest of the compared OMol25 structures with the same formula, charge and spin   1.088 eV
Energy   -10559.5579 eV
HOMO level   -2.438 eV
Lowest unoccupied orbital energy   3.76 eV

Löwdin analysis output, partial charges in e: number 1, O, carries -0.0927; number 2, O, carries -0.3663; number 3, C, carries -0.4079; number 4, C, carries -0.1063; number 5, C, carries -0.0877; number 6, C, carries -0.2029; number 7, C, carries -0.2173; number 8, C, carries -0.5496; number 9, H, carries 0.0972; number 10, H, carries 0.0539; number 11, H, carries 0.0620; number 12, H, carries 0.0677; number 13, H, carries 0.0615; number 14, H, carries 0.0799; number 15, H, carries 0.0048; number 16, H, carries 0.0595; number 17, H, carries 0.0544; number 18, H, carries 0.1213; number 19, H, carries 0.1011; number 20, H, carries 0.0993; number 21, H, carries 0.0344; number 22, H, carries 0.0688; number 23, H, carries 0.0649